C9H14AgFN3O6 | ωB97M-V with the def2-TZVPD basis set

multiplicity	2
highest occupied orbital energy (alpha / beta)	-0.61249 / -0.61249	Ha
net charge	+2
calculated total energy	-33005.5369	eV

Each line ends with the Löwdin charge.
Atoms and positions in Å:
Ag1 0.00 1.12 -0.99  0.856
C1 -0.38 5.80 -0.12  0.075
N1 -1.00 4.57 0.44  -0.416
O1 -1.77 4.68 1.35  0.113
O2 -0.68 3.48 -0.02  -0.024
H1 0.13 5.56 -1.04  0.100
H2 0.32 6.15 0.63  0.116
H3 -1.17 6.52 -0.30  0.113
C2 3.47 -0.14 -3.60  0.079
N2 2.78 -0.65 -2.40  -0.416
O3 3.22 -1.63 -1.86  0.131
O4 1.75 -0.09 -2.03  -0.057
H4 4.53 -0.33 -3.48  0.113
H5 3.29 0.93 -3.66  0.108
H6 3.02 -0.61 -4.47  0.120
C3 -2.22 1.66 2.68  0.069
N3 -2.67 1.15 1.36  -0.411
O5 -3.84 1.06 1.15  0.156
O6 -1.82 0.88 0.51  -0.084
H7 -2.22 2.75 2.57  0.087
H8 -1.21 1.32 2.88  0.101
H9 -2.93 1.36 3.43  0.111
F1 -0.05 -1.27 -0.32  0.084
C4 -0.08 -2.52 0.10  -0.215
C5 0.79 -2.88 1.17  0.150
C6 0.81 -4.22 1.65  0.007
C7 -0.05 -5.13 1.11  0.046
C8 -0.91 -4.74 0.02  0.099
C9 -0.89 -3.42 -0.50  0.061
H10 1.43 -2.13 1.62  0.150
H11 1.54 -4.49 2.40  0.138
H12 -0.10 -6.15 1.47  0.144
H13 -1.57 -5.48 -0.41  0.145
H14 -1.51 -3.13 -1.34  0.149

C9H14BNO2S | ωB97M-V with the def2-TZVPD basis set

multiplicity	1
highest occupied orbital energy (alpha / beta)	-0.25414 / -0.25412	Ha
ΔE to the lowest compared entry with this formula, charge and spin	159.8	kJ/mol
calculated total energy	-26654.5468	eV

Each line ends with the Löwdin charge.
Atoms and positions in Å:
B1 -1.36 -2.34 -0.35  -0.671
C1 0.85 1.59 -0.03  -0.051
C2 -0.94 -0.87 -0.06  0.161
C3 1.74 0.53 0.04  -0.305
C4 -1.29 0.40 -0.26  -0.292
C5 1.31 -0.76 0.36  -0.580
C6 4.16 -0.32 -0.21  -0.147
C7 -3.32 1.50 1.03  -0.082
C8 3.25 0.88 0.16  -0.221
C9 -2.72 0.84 -0.27  -0.200
N1 -0.46 1.54 -0.26  0.079
O1 -0.76 -3.46 0.18  0.098
O2 -2.41 -2.45 -1.28  0.124
S1 1.78 -2.13 0.96  0.807
H1 1.49 2.53 0.22  0.167
H2 4.37 -1.09 0.48  0.019
H3 5.16 0.08 -0.59  0.093
H4 3.71 -0.73 -1.05  0.039
H5 -3.17 0.72 1.83  0.085
H6 -4.42 1.54 0.79  0.079
H7 -3.12 2.50 1.42  0.059
H8 3.47 1.67 -0.55  0.081
H9 3.63 1.44 1.19  0.158
H10 -3.05 1.51 -1.15  0.146
H11 -3.15 -0.04 -0.30  0.035
H12 -0.92 2.42 -0.42  0.141
H13 -1.04 -4.22 -0.32  0.096
H14 -2.77 -3.28 -1.57  0.081

C9H14BaN2PS | ωB97M-V with the def2-TZVPD basis set

multiplicity	1
highest occupied orbital energy	0.00355	Ha
net charge	-1
ΔE to the lowest compared entry with this formula, charge and spin	0.0	kJ/mol
calculated total energy	-33355.5802	eV

Each line ends with the Löwdin charge.
Atoms and positions in Å:
C1 -3.46 -0.69 -0.55  -0.305
C2 -4.24 0.46 -0.85  -0.325
C3 -4.46 1.16 0.38  -0.352
C4 -3.76 0.46 1.40  -0.336
C5 -3.16 -0.70 0.82  -0.293
Ba1 -1.81 1.67 -0.15  0.470
P1 -0.44 0.33 -2.67  0.455
H1 -3.17 -1.48 -1.26  0.081
H2 -4.69 0.71 -1.82  0.081
H3 -5.10 2.04 0.51  0.083
H4 -2.59 -1.47 1.36  0.088
H5 -3.77 0.72 2.46  0.077
H6 0.55 1.28 -3.13  -0.175
H7 -1.27 0.42 -3.84  -0.150
H8 0.25 -0.85 -3.07  -0.206
C6 3.23 -0.62 2.63  -0.062
N1 3.21 -0.37 1.19  -0.147
C7 4.22 -0.73 0.32  -0.083
C8 3.83 -0.35 -0.92  -0.130
N2 2.59 0.25 -0.78  0.066
C9 2.17 0.21 0.53  -0.782
S1 0.70 0.65 1.25  0.416
H9 3.02 0.31 3.18  0.083
H10 2.47 -1.36 2.90  0.084
H11 4.22 -0.99 2.88  0.083
H12 5.10 -1.22 0.68  0.111
H13 4.33 -0.45 -1.87  0.097
H14 2.02 0.61 -1.56  0.070

C9H14Cl2NaO17 | ωB97M-V with the def2-TZVPD basis set

multiplicity	1
highest occupied orbital energy	-0.20855	Ha
net charge	-1
calculated total energy	-73812.5865	eV

Each line ends with the Löwdin charge.
Atoms and positions in Å:
Na1 9.38 13.87 8.73  0.960
Cl1 12.13 18.40 7.53  0.559
O1 13.61 18.33 7.66  -0.421
O2 11.93 19.82 7.27  -0.397
O3 11.73 17.67 6.46  -0.343
O4 11.52 18.06 8.75  -0.383
Cl2 3.43 16.35 6.16  0.540
O5 4.67 15.89 6.72  -0.423
O6 3.38 17.73 6.28  -0.370
O7 3.48 15.99 4.80  -0.366
O8 2.39 15.85 6.99  -0.375
C1 6.01 9.04 13.14  -0.113
C2 6.15 9.70 11.84  -0.124
O9 7.59 9.75 11.67  0.095
C3 8.12 8.78 12.36  -0.639
O10 9.24 8.32 12.11  0.121
O11 7.24 8.32 13.17  0.107
H1 5.07 8.50 13.06  0.144
H2 6.02 9.82 13.90  0.141
H3 5.64 10.66 11.86  0.139
H4 5.58 9.17 11.07  0.135
C4 5.17 18.04 12.86  -0.099
C5 5.92 18.72 14.05  -0.120
O12 7.06 17.95 14.25  0.081
C6 7.03 16.86 13.49  -0.564
O13 7.88 15.99 13.50  0.129
O14 5.96 16.90 12.70  0.046
H5 5.38 18.58 11.94  0.141
H6 4.18 17.69 13.13  0.136
H7 5.25 18.76 14.91  0.125
H8 6.19 19.73 13.72  0.130
C7 8.06 7.80 5.61  -0.036
O15 8.14 8.40 4.27  -0.026
C8 8.47 9.75 4.23  -0.446
O16 8.45 10.60 5.19  0.044
O17 8.54 10.06 2.89  -0.022
C9 8.63 11.44 2.60  -0.065
H9 7.82 6.75 5.48  0.088
H10 7.35 8.36 6.23  0.090
H11 8.98 7.72 6.19  0.088
H12 9.55 11.84 3.04  0.094
H13 7.77 12.01 2.95  0.104
H14 8.76 11.65 1.54  0.094

C9H14ClN3OS | ωB97M-V with the def2-TZVPD basis set

multiplicity	1
highest occupied orbital energy	-0.31293	Ha
calculated total energy	-39426.4866	eV

Each line ends with the Löwdin charge.
Atoms and positions in Å:
C1 -1.55 2.46 -2.47  -0.164
H1 -2.38 3.09 -2.71  0.105
H2 -0.89 2.16 -3.34  0.112
H3 -2.10 1.46 -2.35  0.136
C2 -0.96 2.87 -1.45  -0.326
N1 0.17 2.03 -0.89  -0.047
C3 -0.19 1.06 -0.12  -0.295
N2 0.82 -0.10 0.02  0.121
C4 0.52 -1.12 0.74  -0.649
N3 -0.76 -1.41 1.32  0.046
C5 -1.46 -0.59 0.98  -0.741
C6 -1.38 0.56 0.12  -0.064
H4 -2.50 1.25 -0.04  0.192
Cl1 -3.15 -0.98 1.63  0.533
S1 1.77 -2.23 1.11  0.973
C7 0.95 -3.29 2.22  -0.431
H5 1.51 -4.09 2.52  0.009
H6 0.14 -3.77 1.58  0.076
H7 0.51 -3.12 3.07  -0.011
C8 1.68 2.12 -1.24  -0.080
H8 1.80 3.08 -1.58  0.062
H9 2.40 1.80 -0.46  0.127
C9 2.03 1.22 -2.54  -0.245
H10 1.86 0.30 -2.28  0.016
O1 3.34 1.13 -3.14  -0.096
H11 3.44 2.21 -3.06  0.164
H12 1.07 1.62 -3.41  0.175
H13 -1.31 3.02 -0.51  0.085
H14 -0.19 3.96 -1.56  0.215

C9H14CsN8S3 | ωB97M-V with the def2-TZVPD basis set

multiplicity	1
highest occupied orbital energy	-0.37472	Ha
net charge	+1
calculated total energy	-54530.8498	eV

Each line ends with the Löwdin charge.
Atoms and positions in Å:
Cs1 0.28 -0.31 -0.25  0.965
N1 0.56 -3.83 -0.62  -0.004
N2 0.46 -4.20 -1.99  -0.100
C1 1.01 -3.42 -2.95  -0.923
N3 0.79 -3.85 -4.20  0.090
S1 1.91 -2.05 -2.63  0.502
H1 1.55 -3.85 -0.36  0.076
H2 0.10 -4.58 -0.11  0.089
H3 0.41 -5.19 -2.17  0.146
H4 0.08 -4.53 -4.41  0.111
H5 1.21 -3.33 -4.96  0.096
N4 0.77 3.00 -2.48  0.091
C2 -0.19 3.28 -1.55  -0.720
N5 -0.71 2.36 -0.79  -0.061
C3 -1.60 2.93 0.10  -0.347
C4 -1.74 4.28 0.00  -0.348
S2 -0.73 4.88 -1.26  1.088
C5 -2.34 2.10 1.07  -0.345
C6 -3.23 2.60 1.96  -0.347
S3 -3.89 1.33 2.91  1.087
C7 -2.92 0.22 2.04  -0.719
N6 -2.15 0.73 1.11  -0.032
N7 -2.91 -1.13 2.31  0.084
H6 0.78 2.06 -2.84  0.093
H7 0.96 3.69 -3.19  0.095
H8 -2.37 4.94 0.57  0.075
H9 -3.52 3.62 2.12  0.075
H10 -3.70 -1.50 2.82  0.092
H11 -2.68 -1.69 1.50  0.091
C8 4.34 0.37 3.35  -0.042
C9 3.26 -0.01 2.45  -0.249
N8 2.41 -0.31 1.74  0.013
H12 4.66 1.38 3.10  0.092
H13 5.16 -0.32 3.23  0.093
H14 3.98 0.34 4.38  0.092

Repeat the fourth record exactly.
C9H14Cl2NaO17 | ωB97M-V with the def2-TZVPD basis set

multiplicity	1
highest occupied orbital energy	-0.20855	Ha
net charge	-1
calculated total energy	-73812.5865	eV

Each line ends with the Löwdin charge.
Atoms and positions in Å:
Na1 9.38 13.87 8.73  0.960
Cl1 12.13 18.40 7.53  0.559
O1 13.61 18.33 7.66  -0.421
O2 11.93 19.82 7.27  -0.397
O3 11.73 17.67 6.46  -0.343
O4 11.52 18.06 8.75  -0.383
Cl2 3.43 16.35 6.16  0.540
O5 4.67 15.89 6.72  -0.423
O6 3.38 17.73 6.28  -0.370
O7 3.48 15.99 4.80  -0.366
O8 2.39 15.85 6.99  -0.375
C1 6.01 9.04 13.14  -0.113
C2 6.15 9.70 11.84  -0.124
O9 7.59 9.75 11.67  0.095
C3 8.12 8.78 12.36  -0.639
O10 9.24 8.32 12.11  0.121
O11 7.24 8.32 13.17  0.107
H1 5.07 8.50 13.06  0.144
H2 6.02 9.82 13.90  0.141
H3 5.64 10.66 11.86  0.139
H4 5.58 9.17 11.07  0.135
C4 5.17 18.04 12.86  -0.099
C5 5.92 18.72 14.05  -0.120
O12 7.06 17.95 14.25  0.081
C6 7.03 16.86 13.49  -0.564
O13 7.88 15.99 13.50  0.129
O14 5.96 16.90 12.70  0.046
H5 5.38 18.58 11.94  0.141
H6 4.18 17.69 13.13  0.136
H7 5.25 18.76 14.91  0.125
H8 6.19 19.73 13.72  0.130
C7 8.06 7.80 5.61  -0.036
O15 8.14 8.40 4.27  -0.026
C8 8.47 9.75 4.23  -0.446
O16 8.45 10.60 5.19  0.044
O17 8.54 10.06 2.89  -0.022
C9 8.63 11.44 2.60  -0.065
H9 7.82 6.75 5.48  0.088
H10 7.35 8.36 6.23  0.090
H11 8.98 7.72 6.19  0.088
H12 9.55 11.84 3.04  0.094
H13 7.77 12.01 2.95  0.104
H14 8.76 11.65 1.54  0.094

> Among the records above, which one has the lowest calculated total energy?

C9H14Cl2NaO17